[1]
ORCA calculation (wB97M-V/def2-TZVPD) on the molecule C4H9NO2 at a distorted geometry.

Highest occupied orbital energy (eV): -9.2612
Energy relative to the best compared isomer or geometry (same formula, charge and spin) (kJ/mol): 93.23
Total energy (Ha): -363.0500

Atoms and positions in Å:
O: 1.67 -1.92 -1.56
C: -0.31 0.67 0.25
H: -0.15 1.57 -0.36
H: -2.13 0.50 -0.92
H: 0.49 -1.34 0.56
H: 1.53 -2.38 -2.39
N: -1.72 0.30 -0.02
C: 0.64 -0.43 -0.03
H: 1.64 -0.14 0.33
C: -0.24 1.17 1.69
O: 0.15 -0.53 -2.40
C: 0.82 -0.88 -1.48
H: 0.08 0.48 2.47
H: -1.79 -0.71 0.06
H: 0.51 1.96 1.90
H: -1.17 1.69 1.92


[2]
ORCA calculation (wB97M-V/def2-TZVPD) on a cluster of 2 separate species, C4H9NO2 in total.

Highest occupied orbital energy (eV): -9.2502
Energy relative to the best compared isomer or geometry (same formula, charge and spin) (kJ/mol): 299.58
Total energy (Ha): -362.9714

Atoms and positions in Å:
C: 0.56 0.05 -0.53
H: -2.56 1.52 1.36
H: -1.39 0.55 -1.29
H: -0.69 1.68 -0.10
N: 1.10 -0.75 0.28
C: -0.81 0.61 -0.35
O: 3.32 0.03 -1.39
H: 3.57 -1.00 0.35
C: 3.18 -0.95 -0.68
H: 1.14 0.39 -1.39
H: -3.10 -0.12 1.84
H: 2.69 -1.87 -1.04
C: -2.68 0.48 1.03
H: -3.36 0.46 0.17
O: -1.44 -0.08 0.69
H: 0.48 -1.00 1.05


[3]
ORCA calculation (wB97M-V/def2-TZVPD) on the molecule C4H9NO2.

Highest occupied orbital energy (eV): -9.2228
Energy relative to the best compared isomer or geometry (same formula, charge and spin) (kJ/mol): 396.48
Total energy (Ha): -362.9345

Atoms and positions in Å:
H: 1.81 -1.83 -0.05
C: -0.81 -1.31 -1.13
O: 0.98 -1.59 0.37
H: -0.70 -2.38 -0.97
H: -0.91 -0.77 1.71
O: -1.33 0.81 0.32
H: -1.77 -0.99 -0.70
H: -0.85 -1.08 -2.20
C: 0.05 0.52 0.25
C: 0.91 1.75 0.05
H: -0.66 0.96 2.32
N: 0.38 -0.67 -0.54
H: 1.89 1.67 0.52
H: 0.38 2.61 0.48
H: 1.06 1.94 -1.02
C: -0.70 0.27 1.47


[4]
ORCA calculation (wB97M-V/def2-TZVPD) on the molecule C4H9NO2 at a distorted geometry.

Highest occupied orbital energy (eV): -9.6603
Energy relative to the best compared isomer or geometry (same formula, charge and spin) (kJ/mol): 166.36
Total energy (Ha): -363.0222

Atoms and positions in Å:
C: 0.72 0.09 -0.54
O: -2.68 0.29 1.58
H: 0.91 1.10 -0.16
H: 0.05 -1.64 0.66
H: -0.68 0.09 -2.21
C: -0.26 -0.63 0.38
H: 0.08 -0.21 2.50
H: 0.87 0.96 -2.47
O: 2.02 -0.51 -0.33
H: 0.73 -0.88 -2.45
H: -1.25 -0.60 -0.08
H: -1.47 1.54 2.65
C: -1.60 0.68 1.98
H: 2.55 -0.44 -1.12
C: 0.40 0.08 -2.04
N: -0.39 0.08 1.65


[5]
ORCA calculation (wB97M-V/def2-TZVPD) on the molecule C4H9NO2.

Highest occupied orbital energy (eV): -10.0830
Energy relative to the best compared isomer or geometry (same formula, charge and spin) (kJ/mol): 97.03
Total energy (Ha): -363.0486

Atoms and positions in Å:
C: 0.73 -0.20 1.63
N: -0.97 -0.50 -0.16
H: -0.06 0.70 -2.08
H: -2.99 -0.61 -0.51
H: -0.89 -1.48 -0.37
H: 1.43 -1.04 1.54
H: 1.82 -0.81 -0.75
H: 1.25 0.63 2.13
C: -2.19 0.10 -0.27
O: 0.82 0.29 -2.13
C: 1.31 0.16 -0.82
O: -2.39 1.29 -0.11
H: 2.06 0.94 -0.60
C: 0.22 0.24 0.25
H: -0.14 1.28 0.31
H: -0.10 -0.51 2.26


[6]
ORCA calculation (wB97M-V/def2-TZVPD) on a cluster of 2 separate species, C4H9NO2 in total at a distorted geometry.

Highest occupied orbital energy (eV): -9.1857
Energy relative to the best compared isomer or geometry (same formula, charge and spin) (kJ/mol): 237.43
Total energy (Ha): -362.9951

Atoms and positions in Å:
C: -0.21 0.36 0.23
H: -1.99 -0.87 0.42
N: 1.06 0.34 -0.51
H: 0.54 -2.03 0.80
H: -1.39 1.35 -1.28
O: -0.43 -2.03 0.87
C: 2.74 -0.72 0.03
H: -1.99 1.61 0.37
H: -0.99 -1.26 -0.98
C: -0.95 -0.99 0.09
H: 1.87 0.92 -0.26
O: 2.38 -1.47 0.83
H: 0.02 0.46 1.30
H: 0.96 0.37 -1.51
H: -0.52 2.45 -0.18
C: -1.09 1.51 -0.23


[7]
ORCA calculation (wB97M-V/def2-TZVPD) on the molecule C4H9NO2 at a distorted geometry.

Highest occupied orbital energy (eV): -8.8970
Energy relative to the best compared isomer or geometry (same formula, charge and spin) (kJ/mol): 244.34
Total energy (Ha): -362.9925

Atoms and positions in Å:
H: -1.12 2.23 -0.34
H: 0.62 -1.55 -0.96
H: -0.25 -0.95 1.76
N: -0.04 -0.99 -0.42
H: -1.74 -1.33 0.92
H: -1.93 0.94 -1.37
H: 2.92 0.01 0.28
O: 1.20 1.49 1.31
O: 2.43 0.41 -0.45
C: 1.15 0.96 0.16
C: 0.08 0.45 -0.73
H: -1.56 0.79 0.43
C: -0.56 -1.48 0.79
H: 0.33 0.43 -1.76
C: -1.19 1.12 -0.58
H: -0.36 -2.53 0.96


[8]
ORCA calculation (wB97M-V/def2-TZVPD) on the molecule C4H9NO2.

Highest occupied orbital energy (eV): -8.0230
Energy relative to the best compared isomer or geometry (same formula, charge and spin) (kJ/mol): 358.41
Total energy (Ha): -362.9490

Atoms and positions in Å:
H: 2.09 -0.10 -2.42
C: 2.07 -0.31 -1.35
H: -2.00 -0.90 1.86
H: 2.14 -1.40 -1.19
O: -0.70 -1.33 0.32
H: -1.56 1.20 -0.37
C: 0.79 0.49 0.51
H: -0.01 -0.43 -0.93
H: -2.72 -0.85 0.24
C: -1.52 0.85 0.68
H: 1.73 0.51 1.07
C: -1.77 -0.67 0.79
N: 0.83 0.21 -0.79
H: 2.93 0.18 -0.88
H: -2.14 1.49 1.31
O: -0.17 1.06 1.16